1.
The following is a DFT calculation (ωB97M-V/def2-TZVPD) of a structure of composition C21H27AuN3O2Si.

Computed properties:
* total charge: +1

CARTESIAN COORDINATES (ANGSTROEM)
Au1 -1.4764 0.6963 -1.3244
N1 -2.5079 0.1337 -3.0001
C1 -3.9156 -0.2734 -2.6781
C2 -3.9709 -1.2995 -1.5629
C3 -3.9126 -0.6648 -0.1643
O1 -4.5261 -1.1726 0.7461
O2 -3.1710 0.4044 -0.0405
H1 -2.5478 0.9212 -3.6450
H2 -2.0074 -0.6033 -3.4923
H3 -4.3776 -0.6256 -3.6003
H4 -4.4262 0.6341 -2.3590
H5 -3.1462 -2.0167 -1.6473
H6 -4.8878 -1.8803 -1.6327
C4 3.4439 3.7062 -3.2462
C5 3.8518 2.4040 -3.5047
C6 2.9965 1.3467 -3.2405
C7 1.7197 1.5778 -2.7172
C8 1.3256 2.8927 -2.4606
C9 2.1828 3.9512 -2.7232
Si1 0.6102 0.1387 -2.3846
C10 1.3049 -1.1037 -1.1929
C11 0.7886 -2.4010 -1.1354
C12 1.2777 -3.3214 -0.2210
C13 2.3044 -2.9567 0.6397
C14 2.8376 -1.6754 0.5856
C15 2.3352 -0.7511 -0.3182
H7 4.1125 4.5314 -3.4531
H8 4.8356 2.2135 -3.9120
H9 3.3308 0.3345 -3.4427
H10 0.3448 3.0957 -2.0463
H11 1.8670 4.9659 -2.5204
H12 0.0920 -0.5552 -3.5944
H13 -0.0021 -2.7016 -1.8157
H14 0.8667 -4.3213 -0.1833
H15 2.6976 -3.6763 1.3462
H16 3.6563 -1.4031 1.2401
H17 2.7679 0.2429 -0.3663
N2 -0.5544 1.3602 0.2981
C16 -0.4497 1.0771 1.4233
N3 -0.3266 0.7900 2.6631
C17 -1.5197 0.8099 3.5476
C18 -1.6670 -0.5438 4.2216
C19 -0.3725 -0.9546 4.9197
C20 0.7940 -0.9715 3.9338
C21 0.9599 0.3839 3.2652
H18 -2.3869 1.0563 2.9373
H19 -1.3641 1.6051 4.2806
H20 -1.9424 -1.2863 3.4680
H21 -2.4918 -0.4847 4.9322
H22 -0.4899 -1.9387 5.3728
H23 -0.1545 -0.2555 5.7337
H24 0.6182 -1.7254 3.1614
H25 1.7277 -1.2286 4.4365
H26 1.7123 0.3674 2.4796
H27 1.2328 1.1516 3.9933

Atomic forces in eV per Å
Au 0.046 -0.513 -0.184
N -0.097 0.119 -0.079
C -0.012 0.034 -0.008
C 0.020 0.048 0.028
C 0.117 -0.011 0.117
O -0.021 -0.054 0.045
O -0.168 0.171 -0.044
H 0.141 -0.011 -0.013
H -0.107 -0.078 0.014
H 0.023 -0.079 0.016
H -0.036 0.002 -0.081
H -0.009 -0.003 -0.042
H -0.030 0.030 0.024
C -0.002 -0.006 0.000
C 0.000 0.011 0.004
C -0.003 -0.052 0.000
C -0.109 0.063 0.009
C 0.009 -0.003 -0.010
C 0.004 0.003 -0.005
Si -0.076 0.196 0.167
C -0.049 0.016 -0.136
C -0.053 0.000 0.023
C -0.015 0.010 0.008
C -0.012 -0.001 0.005
C 0.010 0.012 0.035
C 0.072 0.030 -0.014
H 0.000 0.000 0.001
H 0.000 -0.001 0.001
H 0.001 0.001 -0.003
H 0.003 0.007 0.007
H 0.000 -0.001 0.002
H 0.108 -0.012 -0.028
H 0.009 -0.012 0.000
H 0.007 -0.004 -0.013
H 0.004 -0.002 -0.007
H -0.002 0.006 0.003
H -0.018 0.000 0.017
N 0.260 0.298 0.181
C 0.142 -0.300 -0.035
N -0.129 0.152 0.072
C -0.065 0.024 0.023
C 0.026 -0.001 -0.014
C -0.009 -0.011 -0.010
C 0.008 0.015 -0.003
C 0.006 -0.049 -0.017
H 0.004 -0.016 -0.024
H 0.014 -0.008 0.005
H -0.022 0.005 0.003
H -0.006 -0.003 -0.006
H 0.001 0.002 0.003
H 0.005 -0.001 -0.001
H 0.016 -0.019 -0.010
H -0.003 0.005 -0.001
H 0.006 -0.008 -0.024
H -0.008 0.001 0.001

=====

2.
The following is a DFT calculation (ωB97M-V/def2-TZVPD) of a structure of composition C3H4NaO3.

Computed properties:
* total charge: -1

CARTESIAN COORDINATES (ANGSTROEM)
C1 -2.4546 0.0153 0.4313
C2 -1.4627 0.9231 0.0938
H1 -3.4203 0.4455 0.7081
H2 -1.1494 -0.2425 -0.3940
H3 -2.2204 -0.8389 1.0734
O1 -0.6792 1.4348 1.0519
C3 0.4268 0.7347 1.5690
O2 1.0412 -0.0369 0.8091
O3 0.6165 0.8722 2.7820
Na1 2.7873 -1.1361 2.4362
H4 4.4680 -2.3619 2.6440

Atomic forces in eV per Å
C -4.144 0.701 2.164
C 2.389 -4.308 -0.827
H -0.877 -0.430 -0.379
H 1.746 3.043 -0.736
H 0.368 0.023 -0.231
O 0.071 1.550 0.094
C 1.154 -1.901 0.664
O -0.010 0.154 -0.409
O -0.187 0.760 -0.057
Na -0.261 0.241 -0.319
H -0.248 0.168 0.037

=====

3.
The following is a DFT calculation (ωB97M-V/def2-TZVPD) of a cluster of 2 separate species, C6H14N2O2 in total.

Computed properties:
* structure (SMILES): CNC(C)=O.CNC(C)=O

CARTESIAN COORDINATES (ANGSTROEM)
C1 2.4611 1.1381 -0.4770
C2 0.7313 -0.7187 2.4670
C3 1.9067 -0.0006 0.3370
O1 1.8370 -1.1297 -0.1284
N1 1.3962 0.2812 1.5857
H1 1.8928 1.3103 -1.4099
H2 1.6849 1.1109 2.0739
H3 1.4512 -1.2485 3.0876
H4 2.2163 2.0870 0.0400
H5 3.5247 0.9238 -0.4675
H6 -0.1023 -0.2532 3.0786
H7 0.2068 -1.4142 1.7795
C4 -2.6925 1.4409 -0.9879
C5 -0.5278 -1.7791 -0.9089
C6 -2.0639 0.0567 -1.3596
O2 -2.5596 -0.5849 -2.2773
N2 -1.1453 -0.4761 -0.5342
H8 -3.4318 1.5220 -1.8156
H9 -0.5266 0.2245 -0.1066
H10 -1.3894 -2.4040 -1.2591
H11 -3.0460 1.5191 0.0579
H12 -1.9286 2.2665 -0.9952
H13 0.1248 -1.6831 -1.7634
H14 -0.0200 -2.1887 -0.0166

Atomic forces in eV per Å
C -1.137 1.158 1.300
C -0.962 0.300 -1.144
C -0.923 -1.077 0.014
O 0.777 0.712 0.470
N -0.399 -0.105 0.820
H 0.904 -0.937 0.022
H 0.063 0.270 -0.378
H -0.123 -0.046 0.060
H 0.719 -0.314 0.096
H 0.151 0.510 -0.921
H 1.293 -0.230 -0.624
H 0.536 0.183 0.666
C 1.329 -0.070 -0.504
C -1.990 -0.234 0.290
C -1.853 0.222 0.015
O 0.298 0.431 0.132
N 1.780 0.114 0.269
H 0.243 0.590 1.094
H -0.488 -0.678 0.003
H 0.791 0.341 0.564
H -0.397 -0.558 -0.714
H -0.575 -0.679 -0.557
H 0.412 0.042 0.020
H -0.452 0.054 -0.992

=====

no.,E_tot (eV),largest force on an atom (eV/Å)
1,-42344.91377,0.547
2,-13729.98843,4.995
3,-13524.15613,2.079